Entry 1:
{"formula": "C6H12O", "method": "wB97M-V/def2-TZVPD", "elements": ["C", "C", "C", "C", "O", "C", "C", "H", "H", "H", "H", "H", "H", "H", "H", "H", "H", "H", "H"], "coordinates": [[0.234, 1.411, -1.070], [0.580, 0.338, -0.034], [0.493, 0.916, 1.366], [0.294, 0.246, 2.500], [-1.633, -0.702, 0.176], [-0.283, -0.933, -0.185], [-0.315, -1.469, -1.607], [0.793, 2.332, -0.872], [0.482, 1.086, -2.085], [-0.836, 1.646, -1.042], [1.625, 0.033, -0.196], [-1.632, -0.318, 1.063], [0.609, 2.000, 1.425], [0.255, 0.765, 3.454], [0.183, -0.837, 2.534], [0.152, -1.710, 0.467], [-0.880, -0.784, -2.248], [0.696, -1.580, -2.013], [-0.816, -2.441, -1.632]], "gap_ev": 10.96, "multiplicity": 1, "smiles": "C=C[C@H](C)[C@H](C)O", "de_lowest_ev": 0.879, "e_homo_ev": -9.9}

Entry 2:
{"formula": "C23H20ClN6O4Ru", "method": "wB97M-V/def2-TZVPD", "elements": ["Ru", "O", "C", "O", "C", "C", "Cl", "N", "N", "C", "C", "O", "O", "C", "C", "C", "C", "C", "C", "H", "H", "H", "H", "H", "H", "N", "C", "C", "C", "C", "C", "C", "C", "C", "N", "C", "H", "H", "H", "H", "H", "H", "H", "H", "C", "N", "C", "C", "N", "H", "H", "H", "H", "H", "H"], "coordinates": [[-0.393, 0.926, -0.928], [-3.976, 2.768, -5.136], [-4.175, 1.468, -4.972], [-4.964, 0.843, -5.616], [-3.345, 0.775, -3.924], [-3.420, -0.570, -3.628], [-4.439, -1.754, -4.250], [-2.537, -0.860, -2.638], [-1.862, 0.280, -2.288], [-2.364, 1.248, -3.055], [-1.852, 2.613, -2.746], [-2.183, 3.590, -3.360], [-1.023, 2.628, -1.721], [-2.375, -2.137, -2.007], [-2.113, -3.260, -2.772], [-1.945, -4.490, -2.146], [-2.035, -4.592, -0.768], [-2.308, -3.456, -0.005], [-2.486, -2.224, -0.626], [-3.313, 3.147, -4.522], [-2.024, -3.175, -3.847], [-1.755, -5.370, -2.744], [-1.926, -5.556, -0.288], [-2.467, -3.547, 1.066], [-2.753, -1.349, -0.051], [0.986, -1.622, 0.162], [1.560, -1.175, 1.419], [2.363, -2.029, 2.301], [2.820, -1.278, 3.296], [3.200, 1.298, 3.079], [2.349, 2.209, 2.229], [2.444, 3.583, 2.069], [1.604, 4.153, 1.133], [0.764, 3.347, 0.367], [0.699, 2.012, 0.498], [1.470, 1.481, 1.446], [0.160, -2.247, 0.345], [1.672, -2.209, -0.331], [2.551, -3.087, 2.180], [3.406, -1.527, 4.167], [3.361, 1.666, 4.091], [3.141, 4.184, 2.640], [1.602, 5.220, 0.962], [0.124, 3.779, -0.391], [4.514, 0.937, 2.405], [2.265, 0.071, 3.159], [1.261, 0.276, 4.286], [1.559, 0.077, 1.857], [0.505, -0.616, -0.695], [5.186, 0.419, 3.087], [5.004, 1.851, 2.073], [4.343, 0.316, 1.523], [1.811, 0.301, 5.223], [0.561, -0.555, 4.278], [0.746, 1.218, 4.116]], "gap_ev": [6.51, 6.51], "multiplicity": 2, "s_squared": 1.09, "charge": 2, "e_homo_ev": [-14.2, -14.2]}

Entry 3:
{"formula": "C28H50BrN4O5SSbSe2Si3W", "method": "wB97M-V/def2-TZVPD", "elements": ["W", "N", "C", "S", "N", "N", "C", "C", "C", "C", "C", "C", "N", "H", "H", "H", "H", "H", "H", "H", "O", "C", "C", "C", "O", "C", "Se", "C", "Se", "H", "H", "H", "H", "H", "H", "H", "H", "H", "H", "C", "Si", "C", "C", "Sb", "Si", "C", "C", "C", "Si", "C", "C", "C", "H", "H", "H", "H", "H", "H", "H", "H", "H", "H", "H", "H", "H", "H", "H", "H", "H", "H", "H", "H", "H", "H", "H", "H", "H", "H", "H", "O", "H", "H", "Br", "C", "C", "C", "C", "C", "C", "C", "O", "O", "H", "H", "H", "H"], "coordinates": [[-0.061, -0.161, -1.258], [0.746, -2.350, -4.362], [0.758, -1.459, -3.357], [1.651, -1.734, -1.838], [-0.030, -0.374, -3.458], [0.181, 0.872, -2.805], [0.673, 1.494, -0.107], [-2.300, 0.616, -0.691], [-2.915, 0.359, 0.567], [-3.651, -0.790, 0.708], [-3.529, -1.819, -0.266], [-2.660, -1.663, -1.322], [-2.055, -0.461, -1.448], [1.108, -3.295, -4.162], [0.214, -2.180, -5.208], [0.101, 1.809, 0.776], [-3.087, 1.203, 1.216], [-4.332, -0.885, 1.574], [-4.150, -2.728, -0.275], [-2.458, -2.390, -2.108], [-0.005, -8.089, 3.435], [-0.845, -6.969, 3.599], [0.000, -5.829, 4.085], [0.734, -6.225, 5.378], [1.354, -5.082, 5.924], [1.096, -5.327, 3.129], [0.172, -4.692, 1.527], [-0.906, -4.645, 4.480], [-1.617, -3.744, 2.864], [-0.151, -8.641, 2.666], [-1.661, -7.227, 4.311], [-1.395, -6.719, 2.711], [1.450, -6.970, 5.077], [0.016, -6.668, 6.058], [1.811, -5.315, 6.724], [1.745, -6.140, 2.790], [1.694, -4.536, 3.547], [-0.398, -3.897, 5.083], [-1.821, -5.024, 4.977], [3.965, 1.077, -3.297], [4.517, 1.725, -1.556], [5.060, 0.334, -0.307], [5.780, 3.164, -1.335], [2.365, 2.316, -0.001], [-0.138, 2.408, -3.991], [1.131, 3.787, -3.636], [-0.108, 1.494, -5.606], [-1.806, 3.144, -4.036], [3.171, 2.720, 2.462], [4.159, 1.223, 3.039], [4.478, 4.129, 2.309], [1.518, 2.979, 3.308], [3.769, 1.851, -4.064], [3.012, 0.542, -3.135], [4.736, 0.396, -3.654], [5.927, -0.136, -0.793], [4.237, -0.399, -0.181], [5.290, 0.872, 0.644], [6.793, 2.754, -1.519], [5.702, 3.454, -0.244], [5.583, 4.081, -1.931], [1.384, 4.293, -4.552], [2.026, 3.383, -3.213], [0.679, 4.493, -2.954], [0.675, 0.729, -5.634], [-0.004, 2.196, -6.442], [-1.054, 0.958, -5.712], [-2.307, 3.418, -3.151], [-2.477, 2.482, -4.620], [-1.700, 4.024, -4.712], [5.242, 1.502, 2.935], [3.944, 0.336, 2.439], [3.907, 0.976, 4.077], [5.436, 3.627, 2.101], [4.616, 4.700, 3.244], [4.200, 4.882, 1.528], [0.986, 2.064, 3.310], [0.892, 3.715, 2.773], [1.623, 3.300, 4.353], [-0.414, -1.556, 0.543], [0.129, -2.335, 0.650], [-1.233, -1.618, 1.069], [-3.364, 4.367, 0.074], [-5.006, 3.445, -0.291], [-6.105, 3.875, 0.437], [-7.367, 3.362, 0.112], [-7.572, 2.425, -0.852], [-6.460, 1.995, -1.556], [-5.149, 2.425, -1.269], [-3.983, 1.728, -1.926], [-3.995, 1.185, -2.982], [-2.755, 1.794, -1.300], [-6.049, 4.632, 1.177], [-8.204, 3.726, 0.712], [-8.550, 2.004, -1.022], [-6.609, 1.227, -2.364]], "gap_ev": [5.26, 5.26], "multiplicity": 1, "charge": 2, "e_homo_ev": [-12.0, -12.0]}

Record order is preserved below.
Max |F|: 0.33, 1.64, 3.17 eV/Å